[1]
Molecular formula: C28H28As2CaN2O10
Method: DFT, the ωB97M-V functional and the def2-TZVPD basis

Last column: Mulliken charge in e.
Positions of all 71 atoms, in Å:
Ca1 0.33 0.27 0.36  1.43
O1 -1.60 -0.50 0.99  -1.50
C1 -1.76 -0.75 2.31  1.71
C2 -3.15 0.21 3.78  -0.25
C3 -2.74 -0.55 5.07  -0.80
C4 -2.64 -2.03 4.62  -0.16
C5 -1.31 -2.43 4.04  -0.93
C6 -0.91 -1.86 2.90  1.69
C7 0.24 -2.41 2.18  -1.76
N1 0.92 -1.77 1.31  0.85
N2 1.94 -2.50 0.72  -0.73
C8 2.41 -1.87 -0.35  0.73
O2 2.01 -0.72 -0.76  -1.18
C9 3.45 -2.59 -1.14  0.22
C10 4.03 -1.96 -2.23  -0.34
C11 5.00 -2.61 -2.98  -0.62
C12 5.39 -3.90 -2.64  -0.32
C13 4.81 -4.53 -1.55  -0.67
C14 3.84 -3.88 -0.80  -0.26
H1 -3.96 0.92 3.91  0.76
H2 -3.57 -0.47 5.78  0.56
H3 -2.95 -2.71 5.40  0.70
H4 -0.75 -3.24 4.49  0.28
H5 0.51 -3.44 2.41  0.33
H6 3.71 -0.96 -2.48  0.34
H7 5.45 -2.11 -3.83  0.38
H8 6.15 -4.41 -3.22  0.38
H9 5.11 -5.54 -1.28  0.37
H10 3.38 -4.36 0.05  0.41
C15 -2.04 5.28 2.75  -0.81
O3 -1.38 4.01 2.67  -0.31
C16 -1.99 3.02 3.36  -0.12
O4 -3.02 3.18 3.95  -0.63
C17 -1.22 1.76 3.16  1.64
C18 -1.88 0.60 3.14  -1.72
As1 -1.20 -0.02 6.24  0.39
C19 -1.50 1.90 6.43  -0.92
C20 0.60 -0.05 5.29  1.22
C21 1.27 0.54 4.29  0.70
As2 0.68 1.83 2.89  -0.03
C22 1.13 3.49 3.80  -1.12
C23 2.78 0.43 4.13  -0.14
O5 3.41 1.46 4.10  -0.63
O6 3.45 -0.71 3.98  -0.35
C24 2.87 -2.02 3.91  -0.18
C25 1.38 -0.96 6.21  -0.63
O7 1.07 -2.10 6.46  -0.53
O8 2.43 -0.33 6.75  -0.26
C26 3.27 -1.12 7.61  -0.79
C27 -3.33 -0.96 2.79  0.53
O9 -3.58 -2.12 3.54  -0.69
O10 -4.26 -0.76 1.82  -0.52
C28 -4.34 -1.83 0.88  -0.64
H11 -1.44 5.96 2.16  0.26
H12 -2.11 5.62 3.78  0.32
H13 -3.05 5.21 2.34  0.32
H14 -2.27 2.27 5.76  0.26
H15 -0.56 2.43 6.25  0.10
H16 -1.80 2.08 7.46  0.52
H17 0.46 3.65 4.64  0.28
H18 1.04 4.30 3.08  0.35
H19 2.16 3.38 4.14  0.45
H20 3.29 -2.61 4.73  0.27
H21 3.14 -2.45 2.95  0.30
H22 1.79 -1.99 4.01  -0.24
H23 4.25 -0.65 7.58  0.28
H24 3.33 -2.15 7.25  0.35
H25 2.87 -1.11 8.62  0.30
H26 -3.35 -2.05 0.47  0.22
H27 -5.00 -1.49 0.09  0.31
H28 -4.76 -2.72 1.35  0.27



[2]
Molecular formula: C28H28Cl2IrN6O2S5
Method: DFT, the ωB97M-V functional and the def2-TZVPD basis

## Properties
Total charge = +2
Multiplicity = 2

Last column: Mulliken charge in e.
Positions of all 72 atoms, in Å:
Ir1 0.19 -0.45 0.47  2.01
S1 -2.06 -0.56 -4.91  -0.05
C1 -3.01 -0.84 -6.29  -0.41
C2 -4.17 -1.50 -5.99  -0.65
C3 -4.28 -1.78 -4.60  -0.51
C4 -3.21 -1.33 -3.88  0.47
C5 -3.00 -1.43 -2.43  0.59
C6 -1.82 -0.92 -1.86  -1.32
N1 -1.58 -0.96 -0.56  -0.07
C7 -2.51 -1.50 0.27  -0.05
C8 -3.71 -2.02 -0.20  0.87
C9 -4.66 -2.53 0.76  -1.11
C10 -4.40 -2.48 2.09  -1.23
C11 -3.16 -1.94 2.59  0.71
C12 -2.84 -1.84 3.95  -0.75
C13 -1.64 -1.30 4.36  0.46
C14 -0.74 -0.88 3.35  -0.11
N2 -1.00 -1.00 2.06  -0.04
C15 -2.21 -1.49 1.67  -0.30
C16 -1.27 -1.13 5.76  0.29
C17 -0.01 -0.97 6.28  -0.51
C18 -0.02 -0.85 7.69  -0.58
C19 -1.27 -0.92 8.21  -0.38
S2 -2.46 -1.14 7.00  -0.14
C20 -3.93 -1.99 -1.58  -0.62
H1 -2.67 -0.51 -7.26  0.47
H2 -4.91 -1.77 -6.72  0.42
H3 -5.13 -2.29 -4.17  0.42
H4 -1.05 -0.47 -2.46  0.75
H5 -5.59 -2.94 0.40  0.51
H6 -5.12 -2.85 2.80  0.48
H7 -3.56 -2.20 4.68  0.52
H8 0.22 -0.46 3.61  0.35
H9 0.89 -0.96 5.69  0.45
H10 0.87 -0.71 8.29  0.40
H11 -1.57 -0.86 9.25  0.45
H12 -4.87 -2.38 -1.96  0.47
N3 0.86 -2.43 -0.04  -0.67
C21 1.50 -2.45 -1.40  0.18
C22 2.78 -3.30 -1.42  -1.35
C23 3.91 -2.82 -0.47  0.40
C24 5.09 -2.14 -1.17  -1.49
N4 4.76 -0.81 -1.68  -0.08
C25 4.68 0.30 -0.96  0.72
N5 5.34 0.43 0.19  -0.28
N6 3.93 1.31 -1.42  -0.25
C26 1.73 -1.03 -1.91  0.36
O1 2.37 -0.85 -2.93  -0.85
O2 1.19 -0.06 -1.24  -0.68
H13 1.56 -2.69 0.66  0.40
H14 0.14 -3.14 0.01  0.36
H15 0.79 -2.90 -2.09  0.33
H16 3.13 -3.32 -2.45  0.56
H17 2.50 -4.32 -1.17  0.45
H18 4.32 -3.69 0.06  0.42
H19 3.54 -2.15 0.30  -0.25
H20 5.41 -2.73 -2.03  0.45
H21 5.95 -2.09 -0.51  0.34
H22 4.22 -0.80 -2.54  0.37
H23 6.07 -0.21 0.44  0.18
H24 5.20 1.24 0.78  0.19
H25 3.23 1.12 -2.12  0.21
H26 3.94 2.21 -0.97  0.23
S3 2.58 2.81 2.42  -0.05
C27 1.76 1.57 1.77  0.21
S4 2.13 -0.11 1.72  -0.49
S5 0.24 1.78 0.90  -0.24
Cl1 -4.50 1.53 -0.74  -0.12
C28 -3.60 2.20 -2.11  -0.25
Cl2 -1.85 2.24 -1.78  -0.08
H27 -3.93 3.22 -2.26  0.41
H28 -3.77 1.59 -2.98  0.12



[3]
Molecular formula: C28H28InN4O2P2S
Method: DFT, the ωB97M-V functional and the def2-TZVPD basis

## Properties
Total charge = +3

Last column: Mulliken charge in e.
Positions of all 66 atoms, in Å:
In1 1.73 0.45 -1.24  1.45
O1 -0.29 0.38 -1.52  -0.56
P1 -1.28 -0.32 -0.53  0.82
C1 -1.31 0.58 1.05  -0.94
P2 0.33 0.66 1.84  0.58
O2 1.38 0.89 0.72  -0.45
C2 0.61 -0.87 2.70  1.08
C3 -0.33 -1.33 3.63  -0.31
C4 -0.09 -2.50 4.33  -0.82
C5 1.09 -3.20 4.13  -0.58
C6 2.02 -2.76 3.20  -0.82
C7 1.79 -1.58 2.49  -0.39
C8 0.34 2.04 2.95  0.83
C9 -0.74 2.26 3.81  -0.20
C10 -0.76 3.39 4.60  -0.79
C11 0.31 4.28 4.56  -0.54
C12 1.38 4.06 3.71  -0.72
C13 1.41 2.93 2.91  -0.47
C14 -2.92 -0.29 -1.19  0.75
C15 -3.57 -1.46 -1.58  -0.28
C16 -4.86 -1.39 -2.08  -0.82
C17 -5.49 -0.16 -2.20  -0.49
C18 -4.85 1.01 -1.80  -0.87
C19 -3.56 0.96 -1.31  -0.65
C20 -0.71 -1.97 -0.21  0.44
C21 0.44 -2.44 -0.85  -0.42
C22 0.93 -3.71 -0.59  -0.82
C23 0.24 -4.53 0.29  -0.67
C24 -0.92 -4.08 0.92  -0.85
C25 -1.40 -2.80 0.67  -0.07
H1 -2.03 0.10 1.71  0.50
H2 -1.65 1.60 0.85  0.70
H3 -1.23 -0.77 3.84  0.28
H4 -0.81 -2.85 5.06  0.48
H5 1.30 -4.08 4.72  0.47
H6 2.94 -3.31 3.03  0.48
H7 2.53 -1.22 1.79  0.43
H8 -1.56 1.56 3.87  0.22
H9 -1.60 3.58 5.24  0.45
H10 0.31 5.14 5.22  0.43
H11 2.20 4.77 3.68  0.44
H12 2.26 2.75 2.26  0.37
H13 -3.07 -2.42 -1.51  0.41
H14 -5.37 -2.30 -2.37  0.45
H15 -6.49 -0.11 -2.63  0.43
H16 -5.36 1.96 -1.88  0.44
H17 -3.06 1.87 -1.02  0.32
H18 0.94 -1.83 -1.61  0.51
H19 1.82 -4.07 -1.10  0.50
H20 0.58 -5.54 0.46  0.48
H21 -1.45 -4.73 1.60  0.50
H22 -2.30 -2.47 1.16  0.53
C26 2.58 1.38 -6.59  -1.29
C27 3.15 1.90 -5.34  0.87
N1 4.15 2.71 -5.22  -0.59
N2 4.33 2.89 -3.88  0.23
C28 3.45 2.23 -3.15  0.49
S1 3.31 2.24 -1.43  -0.36
N3 2.68 1.58 -4.06  0.39
N4 1.67 0.69 -3.70  -0.86
H23 3.16 1.76 -7.43  0.35
H24 1.54 1.69 -6.72  0.35
H25 2.62 0.29 -6.62  0.38
H26 5.07 3.51 -3.55  0.17
H27 1.70 -0.12 -4.32  0.29
H28 0.75 1.13 -3.79  0.34



[4]
Molecular formula: C28H28N4O3
Method: DFT, the ωB97M-V functional and the def2-TZVPD basis

Last column: Mulliken charge in e.
Positions of all 63 atoms, in Å:
C1 7.66 -1.76 5.56  -0.84
H1 8.38 -1.33 4.86  0.34
O1 6.37 -1.23 5.37  -0.46
C2 5.76 -1.40 4.16  0.83
C3 6.31 -2.07 3.08  -0.46
C4 5.60 -2.19 1.89  -0.88
C5 4.33 -1.63 1.74  0.29
C6 3.79 -0.96 2.85  -0.09
C7 4.49 -0.85 4.03  -0.94
H2 4.07 -0.32 4.87  0.43
H3 2.82 -0.50 2.78  0.27
N1 3.62 -1.67 0.54  0.52
C8 4.28 -2.10 -0.67  -0.85
H4 4.24 -3.19 -0.79  0.40
C9 3.62 -1.40 -1.88  -1.12
N2 2.23 -1.11 -1.58  0.16
C10 1.78 0.16 -1.72  0.15
O2 2.42 1.02 -2.30  -0.68
C11 0.45 0.46 -1.11  0.38
C12 -0.73 0.03 -1.67  -0.50
C13 -1.94 0.37 -1.06  0.42
C14 -1.89 1.16 0.11  0.23
N3 -0.74 1.57 0.64  -0.69
C15 0.40 1.25 0.06  0.56
C16 1.65 1.77 0.67  -1.04
H5 1.43 2.26 1.61  0.36
H6 2.11 2.49 -0.01  0.30
H7 2.38 0.98 0.83  0.19
C17 -3.12 1.52 0.74  -0.75
C18 -4.28 1.10 0.19  -0.30
N4 -4.34 0.33 -0.93  0.07
C19 -3.21 -0.08 -1.63  0.67
O3 -3.30 -0.77 -2.62  -0.73
C20 -5.64 -0.04 -1.46  -1.29
C21 -6.42 1.18 -1.88  0.56
C22 -7.66 1.47 -1.32  -0.38
C23 -8.35 2.60 -1.71  -0.56
C24 -7.81 3.45 -2.66  -0.39
C25 -6.58 3.17 -3.21  -0.64
C26 -5.88 2.04 -2.83  -0.18
H8 -4.92 1.81 -3.27  0.40
H9 -6.15 3.84 -3.95  0.38
H10 -8.35 4.34 -2.96  0.38
H11 -9.32 2.81 -1.28  0.37
H12 -8.09 0.80 -0.59  0.35
H13 -5.45 -0.69 -2.32  0.35
H14 -6.19 -0.61 -0.70  0.43
H15 -5.24 1.36 0.62  0.40
H16 -3.10 2.12 1.63  0.48
H17 -0.76 -0.56 -2.58  0.58
C27 1.61 -2.13 -0.78  -0.84
H18 0.53 -1.96 -0.71  0.37
C28 2.24 -2.13 0.63  -0.81
H19 2.17 -3.14 1.06  0.37
H20 1.68 -1.45 1.28  0.40
H21 1.77 -3.09 -1.27  0.40
H22 4.10 -0.45 -2.10  0.52
H23 3.68 -2.04 -2.77  0.24
H24 5.32 -1.79 -0.63  0.52
H25 6.06 -2.74 1.09  0.39
H26 7.29 -2.52 3.14  0.38
H27 7.66 -2.85 5.45  0.33
H28 7.94 -1.50 6.58  0.24



[5]
Molecular formula: C28H28N4O6
Method: DFT, the ωB97M-V functional and the def2-TZVPD basis

Last column: Mulliken charge in e.
Positions of all 66 atoms, in Å:
O1 -3.65 0.10 2.24  -0.63
C1 -2.38 0.14 2.56  0.22
C2 -1.75 -1.14 2.73  -0.20
C3 -0.45 -1.25 3.13  -0.44
C4 0.31 -0.06 3.26  -0.05
N1 1.73 -0.16 3.23  0.91
O2 2.42 0.89 3.21  -0.60
O3 2.26 -1.29 3.18  -0.60
C5 -0.27 1.24 3.19  -0.42
C6 -1.58 1.34 2.78  -0.51
H1 -2.40 -1.98 2.50  0.48
H2 -0.01 -2.21 3.38  0.43
H3 0.32 2.12 3.46  0.42
H4 -2.06 2.31 2.64  0.43
C7 -10.95 3.14 -0.34  -0.98
N2 -9.66 3.19 0.31  0.28
C8 -9.35 4.20 1.18  0.25
O4 -10.09 5.15 1.45  -0.71
C9 -7.93 3.91 1.71  0.10
C10 -7.93 3.71 3.22  -0.62
C11 -8.43 4.90 4.01  0.49
C12 -9.51 4.76 4.88  -0.38
C13 -10.04 5.88 5.52  -0.57
C14 -9.46 7.14 5.32  -0.44
C15 -8.33 7.26 4.50  -0.69
C16 -7.81 6.14 3.85  -0.23
N3 -7.55 2.71 0.99  0.64
C17 -6.32 2.16 1.21  0.57
C18 -5.80 1.10 0.52  -0.36
C19 -4.42 0.68 0.51  -0.32
C20 -4.02 -0.44 -0.40  0.92
C21 -2.68 -0.85 -0.55  -0.44
C22 -2.36 -2.02 -1.23  -0.57
C23 -3.35 -2.66 -2.00  -0.03
N4 -2.99 -3.80 -2.76  0.92
O5 -3.86 -4.36 -3.46  -0.59
O6 -1.82 -4.24 -2.69  -0.58
C24 -4.68 -2.23 -1.94  -0.71
C25 -5.01 -1.19 -1.08  -0.32
C26 -8.59 2.22 0.07  0.15
C27 -9.09 0.81 0.43  -1.56
C28 -8.18 2.27 -1.42  -1.52
H5 -11.59 3.93 0.06  0.36
H6 -10.87 3.29 -1.42  0.31
H7 -11.45 2.17 -0.16  0.32
H8 -7.31 4.79 1.46  0.21
H9 -8.56 2.82 3.45  0.30
H10 -6.90 3.46 3.52  0.41
H11 -9.95 3.76 5.01  0.32
H12 -10.92 5.76 6.16  0.37
H13 -9.87 8.01 5.82  0.37
H14 -7.85 8.23 4.36  0.37
H15 -6.94 6.21 3.19  0.35
H16 -5.74 2.68 1.97  0.59
H17 -6.50 0.51 -0.06  -0.92
H18 -3.68 1.44 0.76  0.50
H19 -1.86 -0.28 -0.10  0.54
H20 -1.32 -2.41 -1.24  0.45
H21 -5.43 -2.70 -2.58  0.48
H22 -6.08 -1.01 -0.98  0.23
H23 -9.55 0.82 1.43  0.34
H24 -9.86 0.50 -0.30  0.50
H25 -8.28 0.09 0.40  0.33
H26 -8.07 3.32 -1.73  0.39
H27 -7.24 1.75 -1.57  0.34
H28 -8.96 1.81 -2.04  0.42



[6]
Molecular formula: C28H28N4PPtS3Te
Method: DFT, the ωB97M-V functional and the def2-TZVPD basis

## Properties
Total charge = +1

Last column: Mulliken charge in e.
Positions of all 66 atoms, in Å:
Pt1 0.30 -0.53 1.39  0.49
C1 1.39 -4.53 2.48  -1.89
C2 0.72 -3.25 2.10  0.98
N1 1.33 -2.24 1.62  0.31
N2 2.67 -2.22 1.42  -0.50
C3 3.25 -1.02 1.12  0.62
N3 4.55 -1.07 0.85  -0.37
S1 2.40 0.43 1.05  -0.47
C4 -0.74 -3.05 2.22  0.56
C5 -1.60 -4.06 2.57  -0.78
C6 -2.96 -3.82 2.63  -0.53
C7 -3.42 -2.55 2.33  -0.79
C8 -2.51 -1.57 1.98  0.15
N4 -1.20 -1.81 1.94  -0.11
H1 2.43 -4.38 2.74  0.52
H2 1.33 -5.26 1.67  0.38
H3 0.90 -4.96 3.35  0.45
H4 3.19 -3.08 1.42  0.25
H5 5.11 -1.89 0.99  0.19
H6 5.04 -0.19 0.74  0.24
H7 -1.20 -5.05 2.79  0.34
H8 -3.65 -4.60 2.91  0.44
H9 -4.48 -2.32 2.36  0.44
H10 -2.81 -0.56 1.74  0.35
C9 0.51 -2.89 -1.91  -0.88
Te1 -0.15 -0.86 -1.64  0.28
C10 1.68 -0.33 -2.61  -0.92
C11 2.24 -1.60 -3.20  0.45
C12 3.31 -1.55 -4.09  -0.64
C13 3.85 -2.72 -4.62  -0.58
C14 3.30 -3.95 -4.27  -0.57
C15 2.23 -4.00 -3.39  -0.66
C16 1.69 -2.83 -2.85  0.36
H11 -0.30 -3.48 -2.32  0.55
H12 0.79 -3.32 -0.94  0.16
H13 2.34 0.11 -1.86  0.41
H14 1.46 0.43 -3.35  0.63
H15 3.73 -0.59 -4.37  0.46
H16 4.68 -2.67 -5.31  0.41
H17 3.71 -4.86 -4.68  0.40
H18 1.79 -4.96 -3.14  0.44
S2 0.47 2.28 -1.17  -0.59
P1 -0.80 2.74 0.24  1.44
S3 -0.96 1.38 1.81  -0.49
C17 -2.50 2.94 -0.40  0.16
C18 -3.25 1.80 -0.69  0.11
C19 -4.52 1.92 -1.24  -0.84
C20 -5.04 3.19 -1.50  -0.45
C21 -4.29 4.32 -1.22  -0.70
C22 -3.02 4.20 -0.68  -0.46
C23 -0.43 4.31 1.04  0.03
C24 0.54 5.15 0.52  -0.32
C25 0.77 6.39 1.09  -0.62
C26 0.02 6.80 2.19  -0.42
C27 -0.96 5.97 2.72  -0.74
C28 -1.19 4.72 2.15  -0.32
H19 -2.84 0.82 -0.50  0.19
H20 -5.10 1.04 -1.47  0.42
H21 -6.04 3.29 -1.92  0.38
H22 -4.69 5.30 -1.44  0.40
H23 -2.43 5.08 -0.47  0.40
H24 1.12 4.82 -0.34  0.34
H25 1.53 7.05 0.68  0.41
H26 0.20 7.78 2.63  0.39
H27 -1.54 6.29 3.57  0.40
H28 -1.95 4.07 2.56  0.32



no.,energy (a.u.)
1,-7094.79781
2,-4578.13708
3,-2723.49547
4,-1528.56140
5,-1753.97766
6,-3225.94109